# 1
{
  "formula": "C21H24N2O5",
  "method": "ωB97M-V with the def2-TZVPD basis set",
  "symbols": ["C", "H", "O", "C", "C", "C", "C", "C", "C", "H", "H", "O", "C", "C", "O", "N", "C", "H", "C", "N", "C", "O", "C", "O", "C", "C", "C", "C", "C", "C", "H", "H", "H", "H", "H", "H", "H", "C", "H", "C", "H", "H", "H", "H", "H", "H", "H", "H", "H", "H", "H", "H"],
  "xyz": [[-0.703191, -4.716948, 0.155926], [-1.527242, -5.262553, -0.315077], [-1.175619, -3.750603, 1.063506], [-1.893432, -2.700572, 0.566952], [-2.247562, -2.537110, -0.767590], [-2.933925, -1.407053, -1.162711], [-3.283420, -0.423855, -0.244074], [-2.959129, -0.596198, 1.095290], [-2.271072, -1.727506, 1.489888], [-2.011555, -1.872494, 2.527253], [-3.228460, 0.136761, 1.838268], [-3.926710, 0.674748, -0.768994], [-4.102708, 1.809098, 0.045666], [-2.844124, 2.362665, 0.722296], [-2.883320, 2.684394, 1.896670], [-1.727153, 2.513220, -0.018382], [-1.555097, 2.236244, -1.429744], [-2.299331, 1.518312, -1.765543], [-0.138744, 1.682836, -1.670145], [0.326449, 0.940101, -0.518735], [0.577796, -0.379086, -0.637955], [0.371950, -0.994151, -1.669448], [1.155232, -1.095772, 0.584582], [2.150678, -0.395634, 1.291126], [3.332198, -0.112334, 0.662609], [3.638897, -0.445052, -0.650737], [4.872907, -0.093404, -1.174483], [5.801809, 0.585735, -0.408645], [5.493564, 0.917896, 0.901601], [4.269265, 0.573811, 1.435684], [4.011460, 0.820595, 2.453810], [6.211320, 1.447456, 1.510233], [6.759640, 0.854890, -0.826914], [5.102785, -0.356884, -2.196265], [2.932988, -0.970193, -1.273593], [1.523302, -2.071801, 0.243878], [0.349959, -1.267537, 1.306113], [0.447008, 1.712616, 0.703324], [1.477325, 2.061438, 0.843954], [-0.501627, 2.916867, 0.636243], [-0.748364, 3.258708, 1.642178], [-0.054829, 3.743752, 0.076952], [0.175792, 1.083617, 1.552804], [0.567679, 2.496328, -1.868381], [-0.139412, 1.000320, -2.521254], [-1.682997, 3.163985, -2.004211], [-4.517320, 2.575706, -0.617554], [-4.828359, 1.613381, 0.845924], [-3.200247, -1.267081, -2.198293], [-1.981178, -3.268077, -1.512161], [-0.077442, -4.264050, -0.619494], [-0.106442, -5.409554, 0.747630]],
  "atomic_forces_ev_per_a": [[0.1, -0.1, -0.1], [0.0, 0.0, 0.0], [-0.1, 0.2, 0.2], [-0.1, 0.1, 0.1], [0.1, -0.2, 0.2], [-0.2, 0.3, 0.2], [0.1, -0.2, -0.2], [-0.1, 0.2, -0.1], [0.1, -0.3, -0.1], [0.0, 0.0, 0.1], [0.0, 0.1, 0.1], [0.0, -0.3, 0.0], [-0.2, 0.1, 0.2], [-0.1, 0.0, -0.2], [-0.2, 0.0, 0.3], [0.2, 0.0, 0.0], [-0.1, 0.0, -0.4], [0.1, 0.1, 0.0], [0.0, 0.0, -0.3], [-0.1, 0.2, -0.1], [0.1, -0.1, 0.1], [0.0, -0.3, -0.2], [-0.1, -0.3, -0.1], [0.2, 0.1, 0.1], [0.2, 0.1, 0.1], [-0.3, -0.1, 0.1], [0.1, 0.1, 0.0], [0.1, 0.0, -0.1], [0.0, 0.0, 0.0], [-0.2, -0.1, 0.0], [0.0, 0.0, 0.1], [0.1, 0.0, 0.1], [0.1, 0.0, 0.0], [0.0, 0.0, -0.1], [-0.1, -0.1, -0.1], [-0.1, 0.2, 0.0], [0.1, 0.0, -0.1], [0.1, 0.2, 0.3], [-0.1, 0.0, 0.1], [0.1, -0.1, 0.3], [0.1, 0.0, -0.2], [0.0, 0.0, 0.0], [0.0, 0.1, 0.0], [-0.1, -0.1, 0.0], [0.0, 0.2, 0.1], [0.0, -0.1, 0.0], [0.0, -0.1, 0.1], [0.2, 0.1, -0.1], [0.0, 0.0, -0.1], [0.1, -0.1, -0.1], [0.0, 0.0, 0.0], [0.0, 0.0, -0.1]],
  "spin_multiplicity": 1,
  "smiles": "COc1ccc(OCC(=O)N2CCN(C(=O)COc3ccccc3)CC2)cc1",
  "e_above_lowest_ev": 2.923,
  "e_tot_ev": -35383.9212,
  "total_charge": 0,
  "orbital_gap_ev": 8.8,
  "lumo_energy_ev": 0.714
}

=====

# 2
{
  "formula": "C21H24N4O3S",
  "method": "ωB97M-V with the def2-TZVPD basis set",
  "symbols": ["C", "H", "H", "H", "C", "N", "C", "N", "N", "C", "C", "N", "C", "C", "C", "C", "C", "C", "H", "H", "O", "C", "H", "H", "H", "H", "H", "H", "H", "H", "S", "C", "C", "O", "C", "C", "C", "C", "C", "C", "H", "H", "O", "C", "H", "H", "H", "H", "H", "H", "H", "H", "H"],
  "xyz": [[-1.439450, -0.815357, -2.710063], [-2.362549, -1.320043, -2.436890], [-1.197252, -1.065118, -3.738937], [-1.596184, 0.258179, -2.634428], [-0.302966, -1.258545, -1.795145], [-0.560726, -0.890681, -0.425941], [-1.287570, -1.592405, 0.493275], [-1.313355, -0.966191, 1.637985], [-0.615132, 0.168357, 1.487933], [-0.165468, 0.218898, 0.263732], [0.607922, 1.363552, -0.298735], [1.741058, 0.937118, -1.093848], [2.900574, 0.457875, -0.481059], [4.088024, 0.441402, -1.206806], [5.250758, -0.085445, -0.674757], [5.250667, -0.608234, 0.612485], [4.064766, -0.589889, 1.344221], [2.906007, -0.067617, 0.810334], [2.007764, -0.068695, 1.405878], [4.072173, -0.994827, 2.343448], [6.336998, -1.149646, 1.242493], [7.556820, -1.193467, 0.547295], [7.481137, -1.796013, -0.364376], [7.911656, -0.189452, 0.290022], [8.267530, -1.660776, 1.227246], [6.146660, -0.075272, -1.275253], [4.103513, 0.849305, -2.208327], [1.942657, 1.554007, -1.868340], [-0.061498, 1.940357, -0.946039], [0.898132, 2.000192, 0.549905], [-2.086058, -3.092940, 0.115067], [-3.553659, -2.941573, 1.202118], [-4.547188, -2.091824, 0.428693], [-5.425382, -2.595530, -0.232767], [-4.251360, -0.643652, 0.425910], [-4.306836, 0.038633, -0.791638], [-3.862039, 1.336600, -0.886401], [-3.386355, 2.002858, 0.247154], [-3.443065, 1.366057, 1.483523], [-3.853070, 0.050188, 1.564458], [-3.867555, -0.428550, 2.530530], [-3.129131, 1.866942, 2.383604], [-2.888665, 3.248510, 0.039750], [-2.317734, 3.930735, 1.134036], [-1.518886, 3.341463, 1.594203], [-3.071317, 4.177686, 1.887732], [-1.905994, 4.851595, 0.723858], [-3.857839, 1.858580, -1.830650], [-4.666706, -0.484080, -1.665451], [-3.210660, -2.502799, 2.134310], [-3.929280, -3.954511, 1.337980], [0.638971, -0.790296, -2.088746], [-0.192882, -2.345638, -1.834575]],
  "atomic_forces_ev_per_a": [[0.2, -0.1, 0.1], [-0.1, 0.0, 0.0], [0.0, 0.0, -0.1], [0.0, 0.1, 0.0], [-0.1, -0.1, -0.7], [-0.1, 0.1, 0.8], [0.1, 0.0, 0.1], [-0.2, -1.0, 0.1], [0.7, 1.0, 0.0], [-0.1, 0.0, 0.0], [0.1, 0.0, 0.0], [-0.1, 0.4, -0.3], [0.3, -0.1, 0.0], [-0.2, 0.0, 0.1], [0.2, -0.1, 0.1], [-0.1, 0.0, 0.1], [0.4, -0.1, -0.1], [-0.1, 0.1, -0.1], [-0.1, 0.0, 0.1], [0.0, -0.1, 0.1], [-0.3, 0.0, 0.1], [0.2, 0.0, -0.1], [0.0, 0.0, 0.0], [0.0, 0.0, 0.0], [0.0, 0.0, -0.1], [0.1, 0.0, 0.0], [0.0, 0.0, -0.1], [-0.1, 0.0, 0.1], [0.1, 0.0, 0.0], [-0.1, -0.1, -0.1], [-0.1, -0.4, 0.0], [0.1, -0.1, -0.2], [0.0, -0.1, 0.2], [0.0, 0.0, 0.0], [-0.2, 0.5, -0.1], [0.0, -0.1, 0.2], [0.1, 0.2, 0.0], [-0.2, -0.3, 0.0], [0.0, 0.4, 0.0], [-0.3, -0.1, -0.3], [0.1, -0.1, 0.1], [0.1, 0.1, 0.1], [-0.1, -0.2, -0.2], [0.1, 0.1, 0.2], [0.0, 0.0, 0.0], [0.0, 0.0, 0.0], [0.0, 0.0, 0.1], [0.0, 0.1, -0.1], [0.0, -0.1, -0.1], [-0.1, 0.0, 0.1], [0.0, 0.1, 0.0], [-0.2, -0.2, 0.1], [0.1, 0.1, 0.0]],
  "spin_multiplicity": 1,
  "smiles": "CCn1c(CNc2ccc(OC)cc2)nnc1SCC(=O)c1ccc(OC)cc1",
  "e_above_lowest_ev": 2.580,
  "e_tot_ev": -45103.7593,
  "total_charge": 0,
  "orbital_gap_ev": 8.3,
  "lumo_energy_ev": 0.512
}